Entry 1:
The following is a quantum chemistry calculation of 16 unconnected molecules or ions with the total composition C18H68N10O16 at a distorted geometry, from the OMol25 dataset.

Output
Max |F| ... 9.53 eV/Å
LUMO ... -0.0085 hartree
Energy relative to the best compared isomer or geometry (same formula, charge and spin) ... 21.5 kJ/mol
Kohn-Sham gap ... 8.647 eV
E ... -67423.7913 eV

```
! RIJCOSX wB97M-V def2-TZVPD def2/J DEFGRID3
* xyz 0 1
C 1.2715 -0.6305 0.2417
C 0.2485 0.3365 -0.4333
O -0.2405 1.3835 0.3507
H 0.7655 -1.0995 1.0267
H 2.1825 -0.2575 0.6797
H 1.5565 -1.4625 -0.4233
H -0.5915 -0.2505 -0.8203
H 0.6285 0.7875 -1.2983
H -1.1185 1.5515 -0.1123
C -4.8415 3.0225 -0.0623
C -3.3925 2.9805 0.4817
O -2.8675 1.7555 0.0307
H -5.4695 3.9015 0.2987
H -5.3975 2.1245 0.1527
H -4.8065 3.1505 -1.1173
H -3.2915 3.1085 1.5327
H -2.8195 3.7855 -0.0433
H -3.2845 1.0985 0.5897
C 0.8435 -1.4195 -3.1453
O 2.1815 -1.3435 -2.8733
N 0.0075 -2.3395 -2.7203
N 0.3405 -0.6125 -3.9913
H 0.4885 -3.1045 -2.1463
H -0.7635 -2.6945 -3.3423
H 0.9345 0.2035 -4.2513
H -0.6425 -0.4725 -4.1513
C -1.5305 -3.4425 2.7057
O -0.6635 -3.1475 1.7017
N -2.6985 -2.8435 2.7837
N -1.3255 -4.3245 3.5947
H -3.0125 -2.2365 2.0467
H -3.1745 -2.7815 3.6887
H -0.4245 -4.7255 3.5337
H -2.0695 -4.8395 4.0617
C 2.3265 3.4365 -0.9713
O 1.6705 3.4645 -2.1803
N 1.7735 3.0435 0.0877
N 3.5545 3.9015 -0.7743
H 0.8285 2.5385 0.0877
H 2.4315 2.8205 0.8397
H 3.9675 4.3325 -1.6453
H 4.1945 3.6915 -0.0503
C -4.7805 -0.8975 1.2077
O -5.4375 -1.1365 -0.0033
N -5.2965 -0.6915 2.3997
N -3.4845 -0.8685 1.1247
H -6.2655 -0.7025 2.6187
H -4.6075 -0.4645 3.1007
H -2.9495 -1.1785 0.2007
H -2.9595 -0.3755 1.9657
C 0.2945 -5.0205 -1.4603
O -0.8115 -5.7785 -1.4853
N 1.2585 -5.1205 -2.3173
N 0.5055 -4.0705 -0.6153
H 1.0115 -5.8085 -3.0993
H 2.1455 -4.6385 -2.4023
H -0.0835 -3.9415 0.1717
H 1.4235 -3.5545 -0.5733
C -1.2185 0.0875 2.9777
O -2.4905 0.7365 2.8537
H -0.4845 0.9865 3.0597
H -0.9665 -0.4535 2.1157
H -1.1625 -0.6245 3.7217
H -2.5045 1.5125 3.3837
C -1.3175 3.0935 -2.6853
O -2.6785 3.0485 -2.5513
H -1.1885 3.5945 -3.6033
H -0.8085 2.1585 -2.9033
H -0.9555 3.5875 -1.7923
H -2.8755 2.4285 -1.8273
C 1.4595 2.2985 -5.2753
O 1.9615 1.6725 -4.0463
H 1.1335 3.3345 -5.2353
H 0.8095 1.6355 -5.6913
H 2.3415 2.2345 -5.9293
H 2.0935 2.2995 -3.3313
C -0.6265 4.3385 1.6907
O -0.4885 4.7175 0.3267
H -1.2595 4.9105 2.3387
H 0.3375 4.3415 2.1927
H -1.0205 3.3205 1.9107
H 0.3315 4.3305 -0.0683
C 4.3225 -3.2475 0.5547
O 3.0185 -3.5935 0.2707
H 4.0185 -2.3725 1.1217
H 4.9495 -3.1485 -0.2973
H 4.6595 -4.0735 1.1747
H 2.8445 -4.3385 0.7807
C 2.0285 -2.3235 3.4087
O 3.2295 -1.5865 3.1717
H 1.9325 -3.0215 2.5867
H 1.1775 -1.6235 3.4357
H 2.1605 -2.8875 4.3157
H 3.0635 -0.9075 2.5767
C 2.3555 2.1705 3.3667
O 3.2455 2.4735 2.3207
H 1.6545 1.3305 3.1547
H 1.7595 3.1055 3.6617
H 2.9255 1.9605 4.2497
H 3.8505 1.7765 2.1797
C -2.8965 -1.5355 -2.0693
O -2.1415 -1.9965 -0.8783
H -2.5935 -2.0655 -2.8683
H -2.6755 -0.5055 -2.3333
H -3.9725 -1.7305 -1.8993
H -1.2225 -2.1365 -1.2153
C 4.5665 0.7485 -1.1703
O 4.1885 -0.5965 -0.8393
H 4.6215 1.3725 -0.3133
H 3.8165 1.1445 -1.8913
H 5.5445 0.6745 -1.6283
H 3.4165 -0.8035 -1.3603
*
```



Entry 2:
The following is a quantum chemistry calculation of C6H10 in the gas phase, from the OMol25 dataset.

Output
Max |F| ... 0.24 eV/Å
LUMO ... 0.0423 hartree
Energy relative to the best compared isomer or geometry (same formula, charge and spin) ... 172.8 kJ/mol
Kohn-Sham gap ... 10.197 eV
SMILES ... CC[C@]12C[C@H]1C2
E ... -6382.0684 eV

```
! RIJCOSX wB97M-V def2-TZVPD def2/J DEFGRID3
* xyz 0 1
C 2.0913 0.1627 -0.1906
C 0.7587 0.0749 -0.9438
C -0.3761 -0.0834 0.0198
C -1.0003 0.9039 0.9505
C -1.8367 0.0768 0.0256
C -1.2408 -1.2571 0.3510
H 2.2262 1.1634 0.2343
H 2.9464 -0.0514 -0.8390
H 2.1073 -0.5491 0.6420
H 0.6163 0.9755 -1.5561
H 0.7627 -0.7783 -1.6336
H -0.8658 1.9540 0.6878
H -1.0256 0.7082 2.0265
H -2.5558 0.3666 -0.7273
H -1.2934 -1.6417 1.3736
H -1.3142 -2.0249 -0.4207
*
```